Below is C41H37Br5F3LaN4O6PS4 as an isolated structure in a non-equilibrium geometry, with properties calculated with the ωB97M-V functional and the def2-TZVPD basis.

highest occupied orbital energy: -4.5 eV
LUMO level: 0.0549 Eh
energy relative to the best compared isomer or geometry (same formula, charge and spin): 21.0 kcal/mol
E_tot: -17390.78069 hartree

The geometry in ORCA input format:
```
! RIJCOSX wB97M-V def2-TZVPD def2/J DEFGRID3
* xyz -1 1
La -0.84 -0.65 -0.55
Br -1.14 -7.76 1.70
C -1.52 -6.10 0.89
C -2.66 -5.94 0.11
Br -3.87 -7.37 -0.16
C -2.91 -4.69 -0.48
Br -4.46 -4.36 -1.52
C -2.04 -3.63 -0.32
O -2.22 -2.43 -0.84
C -0.88 -3.78 0.49
O -0.14 -2.73 0.67
C -0.65 -5.02 1.08
Br 0.88 -5.13 2.20
Br -7.93 -2.04 3.26
C -6.11 -1.71 2.85
C -5.25 -1.30 3.86
C -3.92 -1.06 3.55
C -3.46 -1.23 2.25
C -4.33 -1.62 1.25
C -5.66 -1.88 1.55
N -2.09 -0.94 1.95
C -1.23 -1.46 2.72
C 0.22 -1.09 2.71
C 1.03 -1.58 3.71
C 2.37 -1.20 3.70
C 2.83 -0.36 2.70
C 1.93 0.06 1.74
N 0.65 -0.29 1.74
H -5.62 -1.15 4.87
H -3.25 -0.70 4.32
H -3.97 -1.75 0.24
H -6.33 -2.21 0.77
H -1.51 -2.18 3.49
H 0.64 -2.26 4.45
H 3.05 -1.58 4.46
H 3.87 -0.06 2.63
H 2.25 0.69 0.91
C -2.98 6.39 2.14
C -2.85 5.47 0.97
C -2.34 5.80 -0.23
C -2.30 4.79 -1.23
N -2.72 3.57 -1.04
C -3.23 3.21 0.17
S -3.69 1.68 0.59
N -3.29 4.20 1.14
C -1.77 5.11 -2.60
H -2.48 7.33 1.93
H -2.53 5.95 3.03
H -4.03 6.59 2.36
H -1.96 6.80 -0.42
H -3.66 3.90 2.03
H -1.20 6.03 -2.62
H -2.62 5.22 -3.28
H -1.17 4.28 -2.97
C 0.18 2.23 -1.96
C 0.61 2.83 -0.66
O -0.15 2.24 0.40
C -0.02 3.01 1.59
C -0.78 2.40 2.74
H 0.74 2.69 -2.78
H -0.90 2.35 -2.10
H 0.45 1.17 -2.05
H 0.42 3.92 -0.66
H 1.68 2.68 -0.49
H -0.39 4.03 1.38
H 1.05 3.12 1.83
H -1.72 1.96 2.39
H -1.02 3.18 3.47
H -0.21 1.63 3.25
F -3.44 0.91 -4.90
C -2.21 0.45 -4.66
F -1.75 -0.16 -5.76
F -1.42 1.51 -4.43
S -2.26 -0.74 -3.28
O -0.85 -1.09 -3.06
O -3.14 -1.74 -3.77
O -2.69 0.07 -2.12
S 3.50 1.40 -2.42
P 3.53 -0.49 -1.84
S 1.92 -1.45 -1.15
C 4.30 -1.53 -3.13
C 3.63 -2.61 -3.68
C 4.24 -3.38 -4.67
C 5.52 -3.06 -5.10
C 6.19 -1.97 -4.55
C 5.58 -1.21 -3.57
C 4.71 -0.66 -0.44
C 5.40 0.42 0.09
C 6.25 0.26 1.18
C 6.44 -0.99 1.74
C 5.77 -2.09 1.21
C 4.90 -1.92 0.14
H 2.64 -2.86 -3.33
H 3.72 -4.22 -5.10
H 6.00 -3.66 -5.87
H 7.19 -1.71 -4.89
H 6.09 -0.34 -3.16
H 5.25 1.40 -0.37
H 6.78 1.12 1.58
H 7.11 -1.11 2.58
H 5.90 -3.07 1.65
H 4.35 -2.77 -0.24
*
```

---

Below is C24H30AsF6N3NiP as an isolated structure in a non-equilibrium geometry, with properties calculated with the ωB97M-V functional and the def2-TZVPD basis.

highest occupied orbital energy (alpha / beta): -13.8 / -15.0 eV
⟨S²⟩: 3.779
LUMO level (alpha / beta): -0.1932 / -0.2991 Eh
E_tot: -5781.01622 hartree

The geometry in ORCA input format:
```
! RIJCOSX wB97M-V def2-TZVPD def2/J DEFGRID3
* xyz 2 4
Ni -0.29 0.03 1.97
C 0.88 -2.42 1.50
C 2.06 -1.55 1.94
N 1.80 -0.12 1.73
C 2.36 0.77 2.76
C 1.66 0.51 4.12
N 0.27 -0.05 3.96
C 0.09 -1.47 4.41
C -0.74 -2.32 3.49
N -0.42 -2.02 2.10
H 1.14 -3.45 1.70
H 0.76 -2.27 0.44
H 2.90 -1.86 1.36
H 2.39 -1.73 2.95
H 2.16 0.19 0.83
H 2.19 1.80 2.42
H 3.43 0.67 2.94
H 1.55 1.48 4.62
H 2.28 -0.13 4.74
H -0.38 0.49 4.52
H -0.32 -1.55 5.42
H 1.10 -1.91 4.47
H -1.79 -2.04 3.64
H -0.58 -3.39 3.73
H -1.18 -2.37 1.51
F -2.19 0.58 1.98
As -2.14 2.44 1.88
F -0.42 2.15 1.62
F -2.38 2.21 0.20
F -3.82 2.51 2.18
F -1.83 4.09 1.73
F -1.77 2.34 3.48
C -0.77 4.80 -3.02
C 0.51 4.26 -2.89
C 0.74 2.93 -2.75
C -0.38 2.03 -2.61
C -1.69 2.56 -2.74
C -1.87 3.92 -2.92
P -0.22 0.36 -2.15
C -1.62 -0.68 -2.52
C -2.61 -0.82 -1.52
C -3.67 -1.72 -1.75
C -3.82 -2.31 -3.00
C -2.90 -2.02 -4.02
C -1.79 -1.24 -3.80
C 1.35 -0.47 -2.17
C 2.51 0.15 -1.67
C 3.69 -0.54 -1.56
C 3.72 -1.88 -1.84
C 2.59 -2.55 -2.30
C 1.42 -1.84 -2.51
H -0.90 5.89 -3.12
H 1.36 4.93 -2.93
H 1.74 2.52 -2.81
H -2.57 1.95 -2.63
H -2.87 4.26 -2.97
H -2.53 -0.39 -0.53
H -4.41 -1.90 -0.97
H -4.63 -2.98 -3.19
H -3.09 -2.47 -5.00
H -1.13 -1.04 -4.62
H 2.54 1.20 -1.38
H 4.59 -0.05 -1.24
H 4.66 -2.42 -1.73
H 2.62 -3.63 -2.53
H 0.62 -2.39 -2.96
*
```

---

Below is an isolated molecule of C2H3N3, with properties calculated with the ωB97M-V functional and the def2-TZVPD basis.

highest occupied orbital energy: -8.7 eV
LUMO level: 0.0363 Eh
energy relative to the best compared isomer or geometry (same formula, charge and spin): 68.5 kcal/mol
E_tot: -242.16346 hartree

The geometry in ORCA input format:
```
! RIJCOSX wB97M-V def2-TZVPD def2/J DEFGRID3
* xyz 0 1
N 0.86 -0.93 0.42
C -1.77 0.65 0.75
N -1.02 0.64 -0.13
N -0.18 0.55 -1.08
C 0.83 -0.34 -0.71
H 1.68 -1.54 0.48
H -2.36 0.83 1.62
H 1.57 -0.44 -1.51
*
```

---

Below is C42H47N10Ru as an isolated structure in a non-equilibrium geometry, with properties calculated with the ωB97M-V functional and the def2-TZVPD basis.

highest occupied orbital energy (alpha / beta): -12.6 / -12.8 eV
⟨S²⟩: 0.772
LUMO level (alpha / beta): -0.1942 / -0.2419 Eh
E_tot: -2270.75677 hartree

The geometry in ORCA input format:
```
! RIJCOSX wB97M-V def2-TZVPD def2/J DEFGRID3
* xyz 2 2
Ru 0.35 0.51 1.00
C -5.91 2.14 -0.29
C -4.59 2.00 0.42
C -4.50 1.33 1.64
C -3.28 1.17 2.28
C -2.12 1.67 1.72
N -0.84 1.43 2.29
C -0.58 2.08 3.48
C -1.46 3.07 3.97
C -1.21 3.75 5.14
C -0.05 3.51 5.88
C 0.25 4.29 7.13
C 0.84 2.57 5.39
C 0.58 1.85 4.23
N 1.55 0.90 3.82
C 2.38 0.22 4.64
C 3.30 -0.43 3.86
C 2.95 -0.09 2.55
N 1.89 0.72 2.52
C -2.21 2.36 0.51
C -3.42 2.51 -0.13
N -1.04 2.95 -0.05
C -0.98 4.09 -0.78
C 0.28 4.19 -1.32
C 0.94 3.04 -0.87
N 0.15 2.30 -0.11
H -6.73 2.22 0.42
H -6.10 1.27 -0.92
H -5.92 3.03 -0.93
H -5.40 0.94 2.10
H -3.23 0.66 3.23
H -2.35 3.31 3.41
H -1.91 4.50 5.48
H -0.67 4.57 7.64
H 0.79 5.21 6.88
H 0.87 3.72 7.82
H 1.77 2.40 5.92
H 2.25 0.24 5.71
H 4.10 -1.07 4.18
H 3.41 -0.43 1.64
H -3.46 3.02 -1.09
H -1.83 4.75 -0.84
H 0.67 4.98 -1.93
H 1.96 2.74 -1.06
C 5.83 -0.33 -3.61
C 4.43 -0.92 -3.77
C 3.81 -0.38 -5.07
C 4.53 -2.45 -3.85
C 3.52 -0.55 -2.61
C 3.94 0.22 -1.52
C 3.07 0.48 -0.49
N 1.81 0.03 -0.46
C 1.36 -0.64 -1.54
C 2.19 -0.97 -2.60
C -0.10 -0.92 -1.54
C -0.73 -1.61 -2.56
C -2.11 -1.85 -2.52
C -2.79 -1.37 -1.41
C -2.10 -0.69 -0.42
N -0.79 -0.45 -0.48
C -2.78 -2.60 -3.66
C -2.60 -1.79 -4.95
C -4.28 -2.80 -3.41
C -2.12 -3.98 -3.82
H 6.44 -0.62 -4.47
H 6.33 -0.71 -2.72
H 5.82 0.76 -3.57
H 4.46 -0.63 -5.91
H 3.71 0.71 -5.04
H 2.83 -0.81 -5.28
H 5.18 -2.73 -4.68
H 3.56 -2.92 -4.01
H 4.96 -2.86 -2.93
H 4.94 0.61 -1.47
H 3.37 1.08 0.36
H 1.80 -1.52 -3.43
H -0.15 -1.97 -3.39
H -3.85 -1.53 -1.29
H -2.62 -0.32 0.45
H -3.05 -0.80 -4.86
H -3.08 -2.31 -5.78
H -1.55 -1.67 -5.21
H -4.81 -1.85 -3.34
H -4.46 -3.38 -2.50
H -4.71 -3.36 -4.24
H -1.06 -3.90 -4.06
H -2.60 -4.53 -4.62
H -2.22 -4.57 -2.90
N 1.54 -4.74 1.65
C 0.84 -3.69 2.11
C 0.92 -2.42 1.50
N 0.25 -1.38 1.98
C -0.51 -1.57 3.07
C -0.59 -2.82 3.65
N 0.07 -3.87 3.19
H 2.02 -4.71 0.77
H 1.38 -5.64 2.07
H 1.54 -2.26 0.63
H -1.05 -0.72 3.46
H -1.20 -2.98 4.53
*
```

---

Below is a 3-piece molecular cluster, C5H18N2O2S overall in a non-equilibrium geometry, with properties calculated with the ωB97M-V functional and the def2-TZVPD basis.

structure (SMILES): CNCCNCCS.O.O
highest occupied orbital energy: -8.2 eV
LUMO level: 0.0167 Eh
energy relative to the best compared isomer or geometry (same formula, charge and spin): 15.3 kcal/mol
E_tot: -859.44660 hartree

The geometry in ORCA input format:
```
! RIJCOSX wB97M-V def2-TZVPD def2/J DEFGRID3
* xyz 0 1
C -0.14 2.26 -0.18
N 0.33 1.33 -1.20
C 1.72 0.90 -1.07
C 1.94 -0.49 -0.46
S 1.79 -1.86 -1.66
C -0.37 1.72 1.22
N -1.62 0.95 1.39
C -1.44 -0.50 1.41
H -1.07 2.69 -0.56
H 0.57 3.09 -0.12
H -0.29 0.54 -1.31
H 2.18 0.96 -2.05
H 2.26 1.64 -0.48
H 1.27 -0.66 0.38
H 2.95 -0.57 -0.06
H 0.57 -1.60 -2.15
H -0.45 2.54 1.94
H 0.46 1.11 1.59
H -2.30 1.22 0.67
H -2.39 -1.01 1.57
H -0.80 -0.77 2.25
H -0.95 -0.94 0.54
H -2.26 -1.07 -1.06
H -2.35 -1.02 -2.56
O -1.75 -1.17 -1.86
H 1.34 -3.29 1.70
H 0.31 -3.13 0.59
O 0.49 -2.87 1.52
*
```

---

Below is C21H49CuN8O10 as an isolated structure in a non-equilibrium geometry, with properties calculated with the ωB97M-V functional and the def2-TZVPD basis.

highest occupied orbital energy (alpha / beta): -10.8 / -10.7 eV
⟨S²⟩: 0.751
LUMO level (alpha / beta): -0.0700 / -0.1564 Eh
energy relative to the best compared isomer or geometry (same formula, charge and spin): 0.0 kcal/mol
E_tot: -3660.16981 hartree

The geometry in ORCA input format:
```
! RIJCOSX wB97M-V def2-TZVPD def2/J DEFGRID3
* xyz 1 2
Cu 26.56 22.78 12.57
N 24.34 20.33 11.89
O 24.57 19.17 11.42
O 25.32 21.08 12.11
O 23.22 20.70 12.20
C 29.41 21.09 9.54
C 28.15 20.73 10.18
O 27.73 21.54 10.98
N 27.48 19.62 9.83
C 28.04 18.44 9.12
H 30.17 20.58 10.13
H 29.62 22.13 9.78
H 29.49 21.09 8.45
H 26.55 19.51 10.20
H 28.67 17.99 9.90
H 28.64 18.82 8.30
H 27.45 17.58 8.81
C 29.56 25.89 11.74
C 28.54 25.50 12.75
O 27.86 24.46 12.77
N 28.37 26.34 13.69
C 27.52 26.42 14.88
H 30.34 26.40 12.30
H 29.20 26.71 11.12
H 29.95 25.01 11.22
H 29.11 27.02 13.80
H 26.50 26.03 14.77
H 27.49 27.40 15.35
H 28.04 25.82 15.63
C 30.06 20.28 13.27
C 29.45 21.40 13.98
O 28.26 21.74 13.71
N 30.19 21.93 14.93
C 29.70 23.04 15.69
H 30.60 19.54 13.87
H 30.86 20.60 12.60
H 29.35 19.89 12.54
H 31.07 21.48 15.13
H 28.63 23.22 15.78
H 30.30 23.94 15.72
H 29.73 22.58 16.68
C 25.64 16.77 18.97
C 26.56 17.71 18.19
O 27.65 17.93 18.64
N 26.20 18.24 17.07
C 27.10 18.95 16.08
H 24.58 17.03 18.84
H 25.95 16.80 20.02
H 25.81 15.79 18.54
H 25.24 18.03 16.82
H 27.26 18.32 15.20
H 28.03 19.33 16.48
H 26.62 19.83 15.65
C 26.00 25.65 9.05
C 26.01 24.14 9.22
O 26.21 23.68 10.36
N 25.77 23.46 8.13
C 25.74 21.94 8.03
H 24.95 25.91 8.89
H 26.57 26.19 8.30
H 26.38 26.05 9.99
H 25.48 23.91 7.27
H 25.13 21.44 8.78
H 26.74 21.55 7.86
H 25.20 21.70 7.11
C 25.60 22.00 16.90
C 24.91 22.51 15.60
O 25.57 22.67 14.58
N 23.55 22.53 15.81
C 22.48 22.98 14.91
H 25.33 21.01 17.26
H 25.38 22.60 17.78
H 26.68 21.99 16.74
H 23.25 22.41 16.77
H 22.54 22.38 14.00
H 22.53 24.03 14.62
H 21.45 22.86 15.25
C 24.63 26.70 12.38
C 24.22 25.26 12.09
O 24.83 24.37 12.65
N 23.18 25.05 11.25
C 22.57 23.75 11.04
H 23.92 27.30 12.96
H 24.79 27.17 11.41
H 25.59 26.80 12.88
H 22.72 25.87 10.89
H 23.37 23.09 10.70
H 21.79 23.92 10.29
H 22.09 23.38 11.94
*
```

---

Below is a 3-piece molecular cluster, CH10N2O2 overall in a non-equilibrium geometry, with properties calculated with the ωB97M-V functional and the def2-TZVPD basis.

highest occupied orbital energy (alpha / beta): 0.9 / -5.8 eV
⟨S²⟩: 0.750
LUMO level (alpha / beta): 0.1330 / 0.1306 Eh
energy relative to the best compared isomer or geometry (same formula, charge and spin): 6.4 kcal/mol
E_tot: -304.03830 hartree

The geometry in ORCA input format:
```
! RIJCOSX wB97M-V def2-TZVPD def2/J DEFGRID3
* xyz -1 2
N 0.25 -1.70 -0.21
C 0.50 -0.74 0.83
N 0.54 0.67 0.49
H 0.80 -1.64 -1.06
H -0.73 -1.69 -0.47
H 1.49 -0.98 1.29
H -0.25 -0.95 1.65
H -0.25 0.83 -0.15
H 1.40 0.97 0.05
H 0.09 1.82 3.43
H -0.18 2.13 2.01
O -0.59 2.21 2.88
H 0.08 -0.12 -3.78
H -0.80 -1.34 -4.25
O -0.74 -0.63 -3.59
*
```